# 1
Below is C36H26F3N3O6SbSn as an isolated structure, with properties calculated with the ωB97M-V functional and the def2-TZVPD basis.

Calculated values
Electronic energy in Eh: -2757.232872
Net charge: +1
HOMO in eV: -10.94
Orbital gap in eV: 8.205

Each line ends with the Löwdin charge.
CARTESIAN COORDINATES (ANGSTROEM)
Sn: 0.2123 2.9881 0.9977  1.40
O: -2.9395 5.6864 1.7487  0.12
C: -2.2867 4.7675 1.3222  -0.56
O: -1.1279 4.3805 1.7823  -0.26
C: -2.8216 3.9362 0.1688  -0.16
C: -4.0978 4.1656 -0.3270  0.04
C: -4.5983 3.3109 -1.2933  0.00
C: -3.8213 2.2376 -1.7115  0.03
C: -2.5493 2.1195 -1.1875  -0.17
N: -2.0443 2.9604 -0.2838  0.10
C: -1.6591 0.9590 -1.4765  -0.56
O: -2.0654 -0.2123 -1.2834  -0.01
O: -0.4404 1.1502 -1.7819  -0.08
H: -4.6659 4.9931 0.0730  0.13
H: -5.5904 3.4578 -1.6978  0.12
H: -4.1863 1.5099 -2.4227  0.13
N: 2.3242 1.2064 1.9319  0.06
C: 1.8149 0.6556 3.1209  -0.27
C: 2.0418 -0.6444 3.4948  -0.02
C: 1.5432 -1.1489 4.7116  -0.06
C: 0.8578 -0.3347 5.5664  -0.03
C: 0.5842 1.0027 5.1972  -0.14
C: -0.1258 1.8918 6.0389  0.02
C: -0.4011 3.1524 5.6034  -0.01
C: -0.0336 3.5142 4.2935  -0.10
N: 0.6367 2.7231 3.4836  0.02
C: 1.0079 1.4878 3.9434  -0.18
H: 2.8472 0.5377 1.3815  0.09
H: 2.8906 2.0297 2.1002  0.10
H: 2.6594 -1.2744 2.8639  0.12
H: 1.7510 -2.1753 4.9828  0.11
H: 0.5140 -0.6931 6.5279  0.12
H: -0.4400 1.5525 7.0182  0.13
H: -0.9347 3.8664 6.2137  0.12
H: -0.3396 4.4687 3.8895  0.11
C: -1.7268 -1.0010 1.7044  0.05
C: -0.7786 0.0609 1.2381  -0.61
O: -0.9093 1.2066 1.7197  -0.11
O: 0.1364 -0.1840 0.3712  -0.19
H: -1.8902 -0.8953 2.7748  0.10
H: -1.3777 -1.9995 1.4610  0.08
H: -2.6791 -0.8295 1.2000  0.10
F: 1.1231 -6.6990 0.4173  0.09
C: 0.8512 -5.4584 0.0041  -0.27
C: 1.0651 -4.4049 0.8774  0.02
C: 0.7832 -3.1200 0.4492  -0.11
C: 0.2832 -2.8949 -0.8321  -0.29
C: 0.0989 -3.9739 -1.6936  -0.10
C: 0.3779 -5.2678 -1.2788  0.02
Sb: 0.1216 -0.9479 -1.6357  1.79
C: 2.1249 -0.4119 -1.9322  -0.30
C: 2.6466 0.7827 -1.4496  -0.11
C: 3.9822 1.0945 -1.6513  0.01
C: 4.7742 0.1933 -2.3405  -0.27
F: 6.0624 0.4909 -2.5370  0.09
C: 4.2819 -1.0001 -2.8367  0.01
C: 2.9454 -1.2976 -2.6250  -0.10
C: -0.6225 -1.2934 -3.5807  -0.31
C: 0.0480 -0.7214 -4.6578  -0.09
C: -0.4230 -0.8931 -5.9510  0.01
C: -1.5698 -1.6415 -6.1366  -0.27
F: -2.0323 -1.8173 -7.3783  0.09
C: -2.2649 -2.2132 -5.0843  0.01
C: -1.7846 -2.0280 -3.7996  -0.11
H: 1.4515 -4.6038 1.8677  0.13
H: 0.9737 -2.2920 1.1187  0.09
H: -0.2655 -3.8236 -2.7023  0.09
H: 0.2337 -6.1163 -1.9330  0.13
H: 2.0105 1.4845 -0.9257  0.05
H: 4.4126 2.0228 -1.3003  0.13
H: 4.9383 -1.6713 -3.3727  0.13
H: 2.5534 -2.2356 -3.0050  0.11
H: 0.9443 -0.1323 -4.5007  0.11
H: 0.0799 -0.4585 -6.8036  0.13
H: -3.1623 -2.7827 -5.2827  0.13
H: -2.3332 -2.4548 -2.9676  0.11


# 2
Below is a 3-piece molecular cluster, C24H51NO15P2 overall, with properties calculated with the ωB97M-V functional and the def2-TZVPD basis.

Calculated values
Electronic energy in Eh: -2811.311718
Relative energy (zero: lowest compared OMol25 entry of this formula, charge and spin) in kJ/mol: 0.0
HOMO in eV: -9.29
SMILES: CCC(=O)OCC[C@@]1(OCCNC[C@H](C)O)OC(=O)O[C@H]1CCC(C)C.COP(=O)(OC)OC.COP(=O)(OC)OC
Orbital gap in eV: 9.741

Each line ends with the Löwdin charge.
CARTESIAN COORDINATES (ANGSTROEM)
C: -5.4636 4.8546 -1.7344  -0.08
C: -4.2782 3.9892 -2.1933  -0.15
C: -3.0620 4.1841 -1.3239  -0.49
O: -2.8708 5.1776 -0.6698  0.13
O: -2.1015 3.2170 -1.3821  -0.01
C: -2.5639 1.8756 -1.0968  -0.13
C: -1.3662 1.1241 -0.5385  -0.03
C: -1.8042 -0.0564 0.3259  -0.40
O: -2.3495 0.2837 1.5484  0.00
C: -1.6641 1.2185 2.3827  -0.16
C: -1.4069 0.6430 3.7568  -0.20
N: -2.6340 0.3080 4.4895  -0.05
C: -2.8452 1.1215 5.6937  -0.17
C: -2.0546 0.6658 6.9431  -0.41
C: -1.3067 -0.6484 6.7462  -0.06
O: -2.9587 0.5282 8.0492  -0.06
O: -2.9098 -0.7093 -0.4164  0.12
C: -2.3389 -1.5239 -1.3246  -0.56
O: -2.9054 -2.0306 -2.2517  0.16
O: -1.0146 -1.6543 -1.0600  0.06
C: -0.8876 -1.2712 0.3435  -0.18
C: 0.5440 -1.1202 0.7987  -0.08
C: 1.0617 -2.2058 1.7670  -0.15
C: 0.0245 -2.7748 2.7528  -0.40
C: -0.6136 -4.0746 2.1849  -0.06
C: 0.6229 -3.0058 4.1570  -0.05
H: -5.4650 4.9659 -0.6526  0.08
H: -6.3913 4.3700 -2.0409  0.07
H: -5.4369 5.8404 -2.1915  0.08
H: -4.5838 2.9452 -2.2213  0.11
H: -3.9738 4.2928 -3.1970  0.13
H: -2.9383 1.4249 -2.0150  0.13
H: -3.3659 1.9181 -0.3571  0.15
H: -0.7987 1.8478 0.0445  0.12
H: -0.7092 0.7910 -1.3392  0.13
H: -0.7182 1.5551 1.9616  0.12
H: -2.2977 2.1063 2.4870  0.14
H: -0.7438 -0.2249 3.6897  0.09
H: -0.8417 1.4138 4.2962  0.13
H: -3.4148 0.5058 3.8757  0.10
H: -3.9019 1.0366 5.9487  0.12
H: -2.6570 2.1839 5.4889  0.12
H: -1.3481 1.4366 7.2472  0.14
H: -0.4909 -0.5601 6.0307  0.06
H: -0.9228 -0.9646 7.7156  0.09
H: -2.0013 -1.4061 6.3784  0.08
H: -3.4745 -0.2686 7.8798  0.09
H: -1.4702 -2.0225 0.8740  0.15
H: 1.1625 -1.1633 -0.1028  0.11
H: 0.7166 -0.1347 1.2316  0.12
H: 1.8700 -1.7532 2.3451  0.11
H: 1.5320 -3.0160 1.2075  0.11
H: -0.8081 -2.0782 2.8734  0.10
H: -1.6968 -4.0753 2.3068  0.08
H: -0.4060 -4.1654 1.1171  0.07
H: -0.1966 -4.9597 2.6628  0.07
H: -0.0157 -2.5759 4.9302  0.05
H: 1.6220 -2.5807 4.2535  0.07
H: 0.7136 -4.0685 4.3833  0.07
C: 0.2736 2.9793 -5.4302  -0.09
O: 0.0590 1.5735 -5.6271  -0.21
P: 1.2558 0.5377 -5.4389  0.33
O: 2.2856 1.0010 -4.5016  -0.24
O: 1.7590 0.1689 -6.8880  -0.20
C: 2.3907 1.1844 -7.6729  -0.09
O: 0.5328 -0.8041 -5.0732  -0.19
C: -0.0123 -0.9131 -3.7489  -0.08
H: -0.1536 3.5055 -6.2816  0.09
H: -0.2344 3.2909 -4.5190  0.08
H: 1.3323 3.2167 -5.3429  0.08
H: 2.9120 1.9076 -7.0442  0.08
H: 1.6436 1.6906 -8.2845  0.09
H: 3.1144 0.6944 -8.3179  0.09
H: -1.0771 -0.6869 -3.7508  0.09
H: 0.5178 -0.2418 -3.0715  0.07
H: 0.1364 -1.9354 -3.4181  0.10
C: 4.4886 -2.0035 -3.1732  -0.08
O: 5.4932 -1.7714 -2.1725  -0.21
P: 5.0581 -1.6961 -0.6421  0.33
O: 3.8503 -2.4670 -0.3327  -0.23
O: 5.0048 -0.1596 -0.2830  -0.20
C: 4.0018 0.6465 -0.9149  -0.08
O: 6.3737 -2.0787 0.1273  -0.20
C: 6.8172 -3.4413 0.0645  -0.08
H: 4.6048 -1.2433 -3.9427  0.09
H: 4.6269 -2.9918 -3.6075  0.09
H: 3.4870 -1.9361 -2.7539  0.07
H: 3.1082 0.0640 -1.1440  0.07
H: 4.3993 1.0804 -1.8316  0.09
H: 3.7386 1.4403 -0.2210  0.09
H: 7.5998 -3.5286 -0.6874  0.09
H: 5.9949 -4.1153 -0.1752  0.09
H: 7.2166 -3.7002 1.0412  0.09


# 3
Below is C19H18F3N2O2PRuSe2 as an isolated structure in a non-equilibrium geometry, with properties calculated with the ωB97M-V functional and the def2-TZVPD basis.

Calculated values
Electronic energy in Eh: -6532.820078
2S+1: 5
Relative energy (zero: lowest compared OMol25 entry of this formula, charge and spin) in kJ/mol: 241.1
Net charge: +2
HOMO (alpha / beta) in eV: -15.49 / -15.43
Orbital gap (alpha / beta) in eV: 6.153 / 5.012

Each line ends with the Mulliken spin population.
CARTESIAN COORDINATES (ANGSTROEM)
Ru: -1.1488 0.2121 -0.4833  1.57
Se: -0.9399 -2.0974 -0.8707  1.10
P: 0.8891 -0.4195 -0.7347  0.03
Se: 0.5495 1.9523 -0.4286  1.05
C: 1.4467 -0.7197 -2.4126  0.03
C: 1.2818 0.1966 -3.4612  0.01
C: 1.9234 -0.0758 -4.6683  0.03
C: 2.6879 -1.2249 -4.8361  0.03
C: 2.7079 -2.2105 -3.8851  -0.01
C: 2.1425 -1.9229 -2.6189  0.01
C: 2.1510 -0.8848 0.4179  0.00
C: 2.1088 -2.0567 1.2183  0.02
C: 3.2914 -2.3938 1.9275  0.00
C: 4.4833 -1.7286 1.7363  0.01
C: 4.5243 -0.5749 0.9472  0.00
C: 3.3465 -0.1685 0.3287  0.00
H: 0.7054 1.0815 -3.2253  -0.01
H: 1.9336 0.6722 -5.4396  0.00
H: 3.2131 -1.3458 -5.7955  0.00
H: 3.2231 -3.1777 -4.0546  0.00
H: 2.2934 -2.5897 -1.7592  -0.01
H: 1.2227 -2.6611 1.2903  -0.01
H: 3.2933 -3.2609 2.6515  0.00
H: 5.3601 -2.1357 2.2713  0.00
H: 5.4500 0.0518 0.8677  0.00
H: 3.3072 0.7097 -0.3199  -0.01
F: -4.6318 -0.7004 -1.9129  0.00
C: -4.7626 0.6499 -1.9312  0.00
F: -5.6491 0.9770 -2.8896  0.00
F: -5.3484 1.0050 -0.6838  0.00
C: -3.4404 1.3730 -2.0048  0.00
O: -2.8596 1.0723 -0.8225  0.13
O: -3.0168 2.0234 -2.9355  0.01
C: -4.1459 2.7850 3.4997  0.00
C: -3.0212 2.0010 2.9206  0.01
C: -1.8961 1.4365 3.5833  0.01
C: -1.1048 0.7592 2.6522  -0.02
N: -1.7345 0.7923 1.4325  -0.03
N: -2.9154 1.5417 1.6443  0.02
C: 0.1095 -0.0735 2.9686  0.03
H: -4.8529 2.0894 4.0174  0.00
H: -4.5399 3.3998 2.7003  0.00
H: -3.7039 3.4375 4.2641  0.00
H: -1.6899 1.3475 4.6486  0.00
H: -3.5082 1.7923 0.8592  0.00
H: 0.1002 -0.3346 4.0503  0.00
H: 1.0714 0.4050 2.9279  -0.01
H: 0.0930 -1.0072 2.3484  0.00